Record 1
Entry from the Open Molecules 2025 dataset: one molecule with the formula C25H30N2O3 (ωB97M-V with the def2-TZVPD basis set).

Properties
SMILES	CCN(Cc1ccccc1)C(=O)c1cccc(OC2CCN(C(=O)C3CC3)CC2)c1
ΔE to the lowest compared entry with this formula, charge and spin	27.5	kcal/mol
charge	0

Each line ends with the Mulliken charge.
Atoms and positions in Å:
O (-4.868, -1.340, -1.381)  -0.68
O (4.779, 1.323, -0.860)  -0.68
O (-0.786, 1.934, 0.376)  -0.30
N (3.788, -0.696, -1.032)  0.10
N (-3.768, 0.439, -0.559)  0.12
C (4.775, -1.141, -1.999)  -0.81
C (5.839, -2.045, -1.385)  -1.20
C (1.101, -1.860, 2.758)  -0.69
C (-7.132, 0.837, -0.482)  -0.55
C (2.063, 1.648, 2.567)  -1.08
C (2.197, -1.988, 3.592)  -0.48
C (3.875, 0.569, -0.551)  0.06
C (2.746, -1.631, -0.649)  -0.96
C (0.787, 1.855, 2.088)  -0.67
C (-3.616, 1.832, -0.217)  -0.96
C (-2.548, 2.478, -1.103)  -0.97
C (-5.997, 0.759, -1.468)  -0.27
C (1.278, -1.748, 1.391)  -0.47
C (-7.314, 0.112, -1.775)  -0.66
C (0.499, 1.665, 0.735)  0.05
C (3.647, -1.903, 1.684)  -0.13
C (-4.841, -0.145, -1.148)  0.69
C (3.471, -2.015, 3.050)  -0.71
C (-1.442, 0.232, -1.250)  0.70
C (-2.554, -0.322, -0.360)  -1.25
C (-1.222, 1.723, -0.956)  -0.04
C (2.783, 0.998, 0.380)  -0.28
C (3.071, 1.230, 1.716)  -0.47
C (1.507, 1.236, -0.119)  1.00
C (2.552, -1.755, 0.842)  0.68
H (-0.009, 2.181, 2.739)  0.47
H (3.032, -2.610, -1.047)  0.54
H (-7.050, 0.253, 0.422)  0.25
H (4.331, -2.123, 3.695)  0.41
H (5.250, -0.241, -2.395)  0.49
H (6.376, -1.507, -0.607)  0.28
H (2.276, 1.815, 3.613)  0.40
H (-1.718, 0.116, -2.299)  0.53
H (-7.936, 0.554, -2.537)  0.25
H (-2.859, 2.446, -2.149)  0.37
H (1.794, -1.354, -1.119)  0.15
H (2.060, -2.069, 4.660)  0.41
H (-0.490, 2.145, -1.660)  0.49
H (0.104, -1.845, 3.172)  0.41
H (4.073, 1.070, 2.082)  0.57
H (6.550, -2.346, -2.150)  0.45
H (-4.566, 2.355, -0.308)  0.54
H (-3.285, 1.894, 0.825)  0.24
H (0.415, -1.651, 0.748)  0.40
H (-0.523, -0.327, -1.069)  -0.78
H (-7.336, -0.967, -1.751)  0.24
H (1.329, 1.096, -1.174)  0.62
H (-7.621, 1.790, -0.343)  0.28
H (5.396, -2.941, -0.954)  0.31
H (-2.769, -1.363, -0.607)  0.52
H (4.259, -1.660, -2.814)  0.41
H (-5.737, 1.658, -2.013)  0.54
H (4.643, -1.914, 1.267)  0.37
H (-2.254, -0.249, 0.692)  0.26
H (-2.405, 3.517, -0.808)  0.50

***

Record 2
Entry from the Open Molecules 2025 dataset: one molecule with the formula C25H30N2O3 (ωB97M-V with the def2-TZVPD basis set).

Properties
SMILES	O[C@H](COCc1ccco1)CN1CCN(C(c2ccccc2)c2ccccc2)CC1
ΔE to the lowest compared entry with this formula, charge and spin	64.9	kcal/mol
charge	0

Each line ends with the Mulliken charge.
Atoms and positions in Å:
O (1.163, 3.213, -1.697)  -0.41
O (-2.126, 3.277, -0.293)  -0.32
O (-3.664, 3.553, 3.041)  -0.61
N (0.060, -1.251, 1.090)  0.21
N (-1.837, 0.829, 1.429)  0.94
C (0.278, -0.191, 2.051)  -0.50
C (1.875, -4.024, -0.624)  -0.38
C (-0.596, 2.090, -2.466)  -0.15
C (-2.815, 3.833, 0.795)  -0.77
C (-0.302, -3.916, 0.359)  -0.58
C (-1.073, 0.315, 2.548)  -1.13
C (2.041, -1.060, -1.511)  0.45
C (-0.722, 3.270, -0.149)  0.02
C (1.275, -1.980, 0.726)  -0.16
C (-3.047, 1.518, 1.832)  -1.18
C (0.336, -5.841, -0.923)  -0.47
C (1.490, 2.700, -2.898)  -0.72
C (1.578, -5.271, -1.145)  -0.81
C (-0.699, -0.735, -0.034)  -0.10
C (0.932, -3.326, 0.120)  0.20
C (3.874, 0.480, -1.664)  -0.41
C (2.212, -1.156, -0.134)  -0.07
C (0.448, 2.003, -3.420)  -0.57
C (-2.050, -0.228, 0.461)  -1.67
C (4.049, 0.399, -0.294)  -0.86
C (3.224, -0.414, 0.463)  -0.21
C (-0.601, -5.161, -0.164)  -0.75
C (-0.109, 2.840, -1.439)  -0.02
C (-2.766, 3.009, 2.102)  0.18
C (2.868, -0.253, -2.270)  -1.16
H (0.846, -0.589, 2.897)  0.47
H (3.375, -0.481, 1.532)  0.39
H (-1.568, -5.605, 0.026)  0.41
H (-2.619, -1.069, 0.895)  0.27
H (-1.024, -3.389, 0.963)  0.42
H (1.787, -2.190, 1.677)  0.81
H (-0.855, -1.541, -0.754)  0.59
H (2.477, 2.904, -3.262)  0.55
H (2.321, -5.800, -1.724)  0.40
H (2.728, -0.198, -3.339)  0.39
H (1.266, -1.636, -1.996)  0.51
H (-2.607, 0.182, -0.383)  0.49
H (-3.858, 3.897, 0.463)  0.42
H (-0.179, 0.096, -0.536)  -0.08
H (-1.604, -0.515, 3.047)  0.36
H (-0.353, 4.275, 0.112)  0.49
H (-0.921, 1.114, 3.277)  0.43
H (0.841, 0.654, 1.615)  0.28
H (-4.560, 3.482, 2.691)  0.36
H (4.832, 0.967, 0.187)  0.42
H (-3.485, 1.078, 2.744)  0.29
H (0.418, 1.493, -4.361)  0.51
H (-3.782, 1.441, 1.027)  0.51
H (-1.577, 1.670, -2.532)  0.53
H (-0.434, 2.570, 0.651)  -0.10
H (4.522, 1.108, -2.257)  0.48
H (-2.456, 4.852, 1.009)  0.32
H (-1.782, 3.111, 2.569)  0.27
H (2.850, -3.589, -0.797)  0.47
H (0.104, -6.813, -1.332)  0.39

***

Record 3
Entry from the Open Molecules 2025 dataset: C25H30N2O6 as an isolated structure at a distorted geometry (ωB97M-V with the def2-TZVPD basis set).

Properties
ΔE to the lowest compared entry with this formula, charge and spin	206.7	kcal/mol
charge	0

Each line ends with the Mulliken charge.
Atoms and positions in Å:
O (1.387, -1.538, -2.626)  -0.25
O (2.615, 0.242, 0.785)  -0.70
O (-0.465, -4.018, 4.902)  -0.61
O (2.862, 0.032, -1.408)  -0.27
O (-0.774, -1.222, -2.200)  -0.66
O (-1.473, -5.329, 3.456)  -0.62
N (-0.774, -4.329, 3.728)  0.96
N (-0.669, 1.654, 1.211)  0.45
C (4.955, 0.499, -2.382)  -1.17
C (-4.063, -0.959, -0.821)  -0.94
C (4.160, 0.616, -1.114)  -0.23
C (-0.851, 0.751, 0.262)  0.19
C (0.777, -1.459, 1.955)  -0.57
C (-4.364, 1.437, -0.961)  -0.82
C (-4.882, 0.141, -1.086)  -0.45
C (0.472, -1.716, 0.603)  0.10
C (-1.704, 1.997, 2.228)  -0.84
C (0.501, 3.841, 1.606)  -0.89
C (-1.918, 3.508, 2.325)  -0.44
C (0.430, -2.340, 2.976)  -0.79
C (0.390, -1.181, -1.814)  -0.80
C (2.104, -2.010, -4.824)  -1.19
C (0.909, -2.017, -3.915)  -0.18
C (-2.741, -0.777, -0.430)  0.07
C (-0.178, -2.944, 0.312)  -0.48
C (-0.604, 4.248, 2.577)  -0.79
C (-2.197, 0.515, -0.240)  0.29
C (0.731, -0.667, -0.423)  3.80
C (0.625, 2.329, 1.417)  -0.56
C (-3.040, 1.617, -0.573)  -0.38
C (2.155, -0.146, -0.291)  -0.58
C (-0.299, -3.502, 2.667)  -0.40
C (-0.566, -3.817, 1.326)  -0.74
H (5.860, 1.104, -2.297)  0.41
H (4.393, 0.828, -3.263)  0.26
H (0.668, -2.131, 4.014)  0.49
H (4.622, 0.049, -0.298)  0.34
H (0.054, 0.518, -0.419)  -0.06
H (1.284, -0.539, 2.219)  0.39
H (-0.270, 4.045, 3.603)  0.31
H (0.126, -1.344, -4.285)  0.32
H (4.007, 1.656, -0.802)  0.26
H (-1.338, 1.631, 3.201)  0.45
H (-2.647, 1.491, 2.001)  0.45
H (-2.378, 3.869, 1.392)  0.21
H (1.272, 2.128, 0.560)  0.28
H (-0.451, -3.193, -0.716)  0.39
H (5.265, -0.543, -2.528)  0.28
H (-4.451, -1.976, -0.922)  0.41
H (0.329, 4.288, 0.620)  0.38
H (-2.104, -1.638, -0.235)  0.48
H (1.107, 1.880, 2.300)  0.39
H (1.472, 4.217, 1.952)  0.38
H (2.959, -2.520, -4.369)  0.29
H (1.849, -2.511, -5.759)  0.42
H (-5.915, -0.009, -1.416)  0.36
H (-0.768, 5.326, 2.495)  0.38
H (-4.988, 2.313, -1.161)  0.40
H (-1.113, -4.732, 1.109)  0.47
H (0.492, -3.021, -3.765)  0.25
H (2.391, -0.982, -5.071)  0.26
H (-2.609, 2.624, -0.523)  0.47
H (-2.630, 3.718, 3.132)  0.36

***

Record 4
Entry from the Open Molecules 2025 dataset: a 3-piece molecular cluster, C25H30N4O6S2 overall at a distorted geometry (ωB97M-V with the def2-TZVPD basis set).

Properties
SMILES	CCN[C@@](CCN)(CCCSC(=S)n1ccnc1)OC=O.O=C1C=CC(=O)C=C1.O=C1C=CC(=O)C=C1
total energy	-66323.9565	eV
charge	0

Each line ends with the Mulliken charge.
Atoms and positions in Å:
S (2.868, 2.337, 0.474)  -0.19
S (0.145, 2.773, 1.578)  -0.22
O (-0.215, -4.205, -3.806)  -0.47
O (-6.793, 4.143, 1.041)  -0.55
O (0.750, -3.113, -2.144)  -0.43
O (-2.946, 0.946, -0.698)  -0.39
O (-0.266, -2.934, 7.462)  -0.55
O (2.647, -1.134, 3.426)  -0.57
N (0.742, 3.162, -0.965)  0.32
N (-0.370, 3.108, -2.891)  -0.66
N (-0.368, -1.079, -1.435)  0.37
N (3.286, -0.779, -4.393)  -0.72
C (2.124, -1.691, -4.225)  -0.78
C (-4.504, 3.590, 1.085)  -0.49
C (-0.893, -1.701, -0.214)  -0.67
C (-0.324, -3.580, -2.807)  0.22
C (2.804, 0.507, 0.412)  -0.32
C (-0.238, 2.558, -1.708)  -0.08
C (1.280, -0.615, 5.268)  -0.36
C (-3.825, 1.685, -0.301)  0.32
C (0.823, -1.657, -1.989)  0.02
C (2.578, 0.008, -1.029)  -0.36
C (1.105, -3.455, 5.621)  -0.39
C (-0.454, -1.067, 1.098)  -0.84
C (0.548, -1.067, 6.283)  -0.39
C (-5.230, 1.508, -0.745)  -0.36
C (1.140, 2.786, 0.325)  0.19
C (1.982, -1.548, 4.351)  0.43
C (1.836, -3.002, 4.607)  -0.27
C (0.402, -2.522, 6.540)  0.35
C (-6.196, 2.310, -0.309)  -0.46
C (0.560, 4.128, -2.921)  -0.79
C (1.006, -1.061, -3.392)  -0.84
C (-5.911, 3.415, 0.642)  0.31
C (1.252, 4.181, -1.751)  -0.03
C (2.055, -1.442, -1.122)  -1.45
C (-3.536, 2.789, 0.648)  0.11
H (2.027, 4.857, -1.449)  0.41
H (1.937, 0.728, -1.517)  0.03
H (-2.502, 2.902, 0.958)  0.22
H (-1.304, -3.452, -2.340)  0.33
H (0.028, -0.406, 6.964)  0.42
H (4.138, -1.311, -4.277)  0.29
H (1.213, 0.001, -3.323)  0.29
H (1.908, -1.902, -0.149)  0.75
H (0.070, -1.127, -3.941)  0.70
H (3.557, 0.008, -1.493)  0.31
H (-0.700, -2.775, -0.163)  0.35
H (-1.970, -1.589, -0.257)  0.59
H (2.025, 0.187, 1.092)  -0.30
H (-1.102, -1.018, -2.125)  0.44
H (-5.416, 0.696, -1.437)  0.42
H (-4.318, 4.402, 1.777)  0.43
H (0.520, -1.392, 1.445)  0.08
H (2.356, -3.663, 3.925)  0.44
H (3.757, 0.156, 0.791)  0.52
H (-0.538, 0.010, 1.023)  -0.10
H (-0.830, 1.722, -1.390)  0.55
H (-1.167, -1.376, 1.862)  0.52
H (3.294, -0.075, -3.668)  0.30
H (-7.227, 2.201, -0.620)  0.40
H (2.467, -2.637, -3.819)  0.40
H (1.400, 0.441, 5.060)  0.47
H (0.720, 4.778, -3.760)  0.43
H (0.985, -4.511, 5.827)  0.41
H (1.736, -1.884, -5.221)  0.36
H (2.826, -2.036, -1.605)  0.55

***

Record 5
Entry from the Open Molecules 2025 dataset: C25H30NO6RbS as an isolated structure (ωB97M-V with the def2-TZVPD basis set).

Properties
ΔE to the lowest compared entry with this formula, charge and spin	0.0	kcal/mol
charge	0

Each line ends with the Mulliken charge.
Atoms and positions in Å:
Rb (-0.094, 2.079, -1.212)  0.66
S (0.393, -1.627, -1.737)  0.16
O (0.968, 3.008, 1.384)  0.04
O (3.043, 2.342, -0.419)  -0.03
O (-2.357, 2.259, 0.265)  -0.76
O (-5.024, -0.425, 0.093)  -0.56
O (-2.424, 0.618, -1.251)  -0.74
O (0.098, 4.996, -0.487)  -0.18
N (0.995, -0.638, -0.664)  -0.39
C (-2.195, -0.973, 3.077)  -0.90
C (2.043, -5.172, -2.849)  -0.57
C (-2.572, 1.075, -0.095)  -0.08
C (2.239, 2.549, 1.796)  -0.79
C (-2.233, -2.340, -1.718)  -0.22
C (1.527, -3.020, -1.931)  0.28
C (-3.216, -3.905, -0.182)  -0.40
C (0.828, 6.180, -0.712)  -0.81
C (-3.342, -3.034, -1.251)  -0.47
C (-1.975, -0.088, 2.031)  -0.27
C (3.696, -3.969, -1.580)  -0.53
C (-1.004, -2.560, -1.119)  0.45
C (2.798, -2.922, -1.398)  -0.28
C (0.673, 4.337, 1.776)  -0.47
C (-4.099, -0.618, 1.082)  1.32
C (3.320, -5.090, -2.303)  -0.45
C (3.322, 2.954, 0.819)  -0.45
C (-1.982, -4.092, 0.435)  -0.78
C (4.058, 2.541, -1.375)  -0.88
C (1.142, -4.137, -2.666)  -0.42
C (-2.909, 0.097, 1.018)  0.34
C (-3.392, -1.673, 3.131)  -0.59
C (-4.343, -1.490, 2.138)  -0.63
C (-0.389, 4.867, 0.844)  -0.62
C (-0.869, -3.423, -0.038)  -0.26
H (1.095, -1.124, 0.229)  0.14
H (-1.228, 4.167, 0.811)  0.21
H (2.488, 2.919, 2.797)  0.36
H (4.198, 3.606, -1.593)  0.31
H (1.726, 6.240, -0.087)  0.28
H (3.360, 4.047, 0.704)  0.27
H (0.210, 7.064, -0.519)  0.32
H (3.071, -2.027, -0.854)  0.41
H (-1.449, -1.102, 3.851)  0.40
H (-4.085, -4.432, 0.191)  0.41
H (0.140, -4.201, -3.073)  0.38
H (0.102, -3.576, 0.421)  0.39
H (4.691, -3.904, -1.159)  0.38
H (-2.329, -1.610, -2.509)  0.29
H (1.574, 4.960, 1.735)  0.36
H (2.184, 1.460, 1.833)  0.27
H (-1.065, 0.501, 1.993)  0.62
H (-1.895, -4.759, 1.283)  0.40
H (4.020, -5.903, -2.446)  0.37
H (1.133, 6.183, -1.757)  0.25
H (4.298, 2.622, 1.200)  0.46
H (-3.594, -2.358, 3.945)  0.40
H (-0.761, 5.829, 1.216)  0.43
H (-5.285, -2.029, 2.178)  0.27
H (-4.306, -2.863, -1.710)  0.35
H (0.298, 4.353, 2.807)  0.29
H (-5.836, -0.878, 0.340)  0.32
H (3.756, 2.025, -2.284)  0.23
H (1.750, -6.047, -3.414)  0.38
H (5.012, 2.126, -1.031)  0.31

***

Record 6
Entry from the Open Molecules 2025 dataset: an isolated ion of composition C25H30NO6S and charge -1 at a distorted geometry (ωB97M-V with the def2-TZVPD basis set).

Properties
SMILES	CCOC(=O)[C@@]1([C@H](N=[S@@](=O)([O-])c2ccc(C)cc2)c2ccc(OC)cc2)CCCCCC1=O
total energy	-51021.9193	eV
charge	-1

Each line ends with the Mulliken charge.
Atoms and positions in Å:
S (1.242, 3.321, -0.031)  1.24
O (0.689, 3.608, -1.327)  -0.80
O (1.937, 0.509, 2.008)  -0.08
O (-5.852, 1.627, -0.452)  -0.46
O (2.539, 2.686, 0.048)  -0.77
O (1.325, 2.111, 3.496)  -0.79
O (-1.175, 2.831, 3.340)  -0.51
N (0.152, 2.739, 1.006)  0.07
C (-1.831, 1.654, 0.194)  0.22
C (3.343, 0.718, 2.315)  -0.19
C (-3.716, 0.824, -1.064)  -0.36
C (-0.359, -0.649, 2.411)  -1.31
C (1.675, 6.029, -0.020)  -0.60
C (-0.393, 0.870, 2.195)  3.23
C (-1.604, -1.498, 2.627)  -1.13
C (-4.507, 1.839, -0.470)  0.52
C (1.458, 4.901, 0.785)  0.07
C (2.242, 8.703, 2.627)  -1.46
C (-3.513, 0.247, 2.612)  0.27
C (-2.381, 0.726, -0.723)  -0.64
C (1.031, 1.305, 2.634)  -0.53
C (-3.877, 2.941, 0.145)  -0.36
C (-2.646, 0.988, 3.619)  -1.44
C (-6.683, 2.568, 0.260)  -0.77
C (-1.385, 1.671, 3.073)  -0.07
C (1.822, 6.225, 2.759)  -1.08
C (-0.452, 1.417, 0.818)  -1.23
C (-2.538, 2.814, 0.509)  -0.64
C (1.535, 4.992, 2.171)  -0.14
C (2.002, 7.372, 1.982)  1.17
C (4.023, -0.631, 2.299)  -1.31
C (-2.895, -1.012, 1.993)  -0.63
C (1.929, 7.256, 0.588)  -0.61
H (-3.248, 1.801, 4.042)  0.50
H (3.781, -1.201, 1.397)  0.29
H (-3.813, 0.948, 1.817)  -0.51
H (-2.752, -0.860, 0.916)  0.10
H (-1.772, -1.668, 3.698)  0.49
H (0.239, -1.114, 1.609)  0.37
H (-6.599, 3.573, -0.179)  0.30
H (-1.379, -2.477, 2.184)  0.51
H (-4.461, -0.024, 3.104)  0.58
H (-1.737, -0.077, -1.096)  0.33
H (3.712, 1.377, 1.524)  0.21
H (3.732, -1.226, 3.173)  0.30
H (5.106, -0.490, 2.351)  0.41
H (-7.690, 2.174, 0.123)  0.26
H (2.084, 8.136, -0.036)  0.33
H (-6.434, 2.607, 1.333)  0.28
H (-4.417, 3.838, 0.426)  0.30
H (0.215, -0.779, 3.344)  0.32
H (2.487, 8.572, 3.682)  0.34
H (-2.339, 0.343, 4.454)  0.36
H (1.350, 9.334, 2.565)  0.28
H (3.433, 1.197, 3.297)  0.35
H (-2.015, 3.604, 1.049)  0.36
H (1.624, 5.927, -1.101)  0.44
H (-4.190, 0.072, -1.689)  0.38
H (1.916, 6.286, 3.844)  0.26
H (-3.647, -1.809, 2.077)  0.52
H (3.057, 9.245, 2.140)  0.36
H (0.151, 0.809, 0.112)  0.72
H (1.361, 4.113, 2.787)  0.35